Entry 1:
Formula: H2N2O3S2
Source: the Open Molecules 2025 dataset
Level of theory: ωB97M-V with the def2-TZVPD basis set

Structure (XYZ):
```
9
Properties=species:S:1:pos:R:3:forces:R:3:nbo_charge:R:1
N 3.195 3.689 -2.465 2.38 1.85 -1.97 0.390
N 1.811 1.788 -1.633 -1.05 1.89 4.29 0.367
O 3.912 3.845 -3.420 -2.26 -0.67 2.95 -0.236
O 1.597 2.358 -0.553 1.34 -1.64 -4.67 -0.280
O 2.611 2.392 -2.586 -0.26 -1.39 -0.44 -0.305
S 5.914 3.445 -0.588 -0.17 -0.01 -0.34 -1.021
S -12.668 -10.212 4.898 0.13 0.21 -0.32 -1.074
H 6.768 3.614 0.427 0.04 -0.01 0.18 0.085
H -13.140 -10.918 5.919 -0.15 -0.23 0.33 0.074
```
Positions in Å, forces in eV/Å.

Properties
Relative energy (zero: lowest compared OMol25 entry of this formula, charge and spin), eV: 0.657
Orbital gap (spin up / spin down), eV: 4.3 / 4.3
Electronic energy, eV: -30820.565
HOMO (spin up / spin down), eV: -1.6193 / -1.6193
Spin multiplicity: 1
Net charge: -2


Entry 2:
Formula: C2H2I2S2
Source: the Open Molecules 2025 dataset
Level of theory: ωB97M-V with the def2-TZVPD basis set

Structure (XYZ):
```
8
Properties=species:S:1:pos:R:3:forces:R:3:nbo_charge:R:1
C 1.818 0.497 1.438 -0.34 0.72 -0.90 -0.377
C 1.053 0.542 0.080 -0.27 3.53 2.51 -0.504
S 2.472 -0.828 2.007 0.07 -0.48 0.02 0.198
S -0.727 0.786 0.424 0.52 0.90 1.24 0.035
I 2.025 2.337 2.513 -0.30 -0.33 -0.21 0.183
I 1.932 2.164 -1.168 -0.39 -1.17 0.22 0.120
H 1.032 -0.404 -0.277 0.94 -2.69 -1.86 0.222
H -1.161 0.268 -0.686 -0.22 -0.49 -1.03 0.124
```
Positions in Å, forces in eV/Å.

Properties
Relative energy (zero: lowest compared OMol25 entry of this formula, charge and spin), eV: 0.225
Orbital gap, eV: 7.9
Electronic energy, eV: -39976.766
HOMO, eV: -9.0817
Spin multiplicity: 1
Net charge: 0


Entry 3:
Formula: H16O8
Source: the Open Molecules 2025 dataset
Level of theory: ωB97M-V with the def2-TZVPD basis set

Structure (XYZ):
```
24
Properties=species:S:1:pos:R:3:forces:R:3:nbo_charge:R:1
O 25.226 -3.274 6.075 0.38 -0.29 -0.72 -0.962
H 24.736 -2.829 6.752 -0.40 0.69 0.93 0.480
H 25.081 -4.191 6.308 0.11 -0.37 -0.18 0.470
O 22.647 -4.857 8.594 -0.71 -1.13 -0.17 -0.963
H 22.832 -4.945 9.526 -0.03 -0.05 0.43 0.471
H 23.137 -4.094 8.337 0.56 1.14 -0.19 0.482
O 21.694 -2.419 6.321 0.51 -0.54 -1.36 -0.952
H 21.068 -2.520 7.002 -1.30 0.24 1.76 0.470
H 21.438 -3.205 5.810 0.67 0.34 -0.39 0.494
O 20.925 0.207 5.104 -2.33 1.82 -1.63 -0.951
H 21.523 -0.264 5.621 1.70 -0.92 1.50 0.483
H 20.714 1.086 5.468 0.55 -0.88 -0.01 0.467
O 23.649 -2.224 8.257 -0.04 -1.71 -1.38 -0.974
H 23.764 -1.493 8.798 0.77 2.14 2.12 0.490
H 23.018 -1.888 7.623 -0.50 -0.27 -0.80 0.492
O 24.213 -0.015 5.203 -0.55 -1.33 1.15 -0.954
H 24.778 0.381 4.568 0.77 0.57 -0.92 0.471
H 24.547 -0.930 5.299 -0.21 0.61 -0.16 0.483
O 22.794 0.061 10.005 -0.02 0.60 -0.04 -0.960
H 22.533 0.830 9.491 0.07 -0.07 -0.76 0.484
H 22.602 0.423 10.870 0.12 -0.35 0.77 0.484
O 21.387 -2.310 10.747 -0.60 -1.02 2.05 -0.941
H 22.076 -1.715 10.555 1.20 1.11 -0.55 0.474
H 20.941 -2.453 9.943 -0.75 -0.34 -1.44 0.462
```
Positions in Å, forces in eV/Å.

Properties
Relative energy (zero: lowest compared OMol25 entry of this formula, charge and spin), eV: 2.406
Orbital gap, eV: 10.9
Electronic energy, eV: -16639.605
HOMO, eV: -11.0276
Spin multiplicity: 1
SMILES: O.O.O.O.O.O.O.O
Net charge: 0


Entry 4:
Formula: C35H37BF4P2Pt
Source: the Open Molecules 2025 dataset
Level of theory: ωB97M-V with the def2-TZVPD basis set

Structure (XYZ):
```
80
Properties=species:S:1:pos:R:3:forces:R:3:lowdin_spin:R:1
Pt -0.001 0.000 5.910 1.16 -0.71 -2.43 1.237
C -2.055 -0.080 6.768 -1.74 -0.40 -1.11 0.013
C -2.164 -0.402 5.419 -0.63 -0.06 0.57 0.043
C -2.651 0.544 4.335 0.15 0.16 -0.07 0.005
C -1.504 1.303 3.624 -0.19 -0.20 0.12 0.021
C -0.374 1.716 4.541 -0.21 0.68 0.27 0.110
C -0.503 2.198 5.839 -0.37 1.04 -0.44 0.152
C -1.824 2.468 6.540 -0.07 -0.11 0.00 0.016
C -2.322 1.273 7.389 0.13 0.16 0.04 0.006
C 2.056 0.263 5.781 0.33 -0.30 -0.22 0.163
H -2.009 -0.906 7.475 0.06 0.13 -0.13 0.003
H -2.164 -1.459 5.163 -0.04 0.08 0.06 0.013
H -3.370 1.251 4.758 0.10 -0.16 -0.06 0.000
H -3.198 -0.037 3.584 0.09 0.08 0.12 0.000
H -1.076 0.653 2.853 -0.05 0.10 0.05 0.003
H -1.909 2.182 3.098 0.19 -0.10 0.12 0.004
H 0.583 1.868 4.046 -0.05 -0.09 0.14 0.008
H 0.374 2.664 6.282 -0.05 -0.17 -0.01 0.004
H -2.581 2.753 5.804 0.16 0.00 0.07 0.003
H -1.698 3.332 7.201 0.04 -0.18 -0.09 0.001
H -1.813 1.292 8.358 -0.33 0.09 -0.22 0.000
H -3.396 1.389 7.601 0.22 -0.14 -0.10 0.000
H 2.568 -0.183 6.640 -0.16 0.08 -0.06 0.017
H 2.326 1.325 5.717 -0.11 -0.19 0.05 0.008
H 2.418 -0.241 4.875 0.00 0.09 0.10 0.035
P 0.124 -2.537 -3.548 1.17 -0.35 0.52 0.000
P 2.253 0.550 -3.813 0.89 -0.94 0.15 0.000
C -0.238 -0.870 -4.166 -0.29 0.73 0.03 0.000
C 0.491 0.265 -4.144 -0.68 -0.14 -0.33 0.000
C -0.807 -3.667 -4.645 -0.35 0.15 -0.30 0.000
C -1.975 -3.293 -5.323 0.20 -0.40 -0.03 0.000
C -2.623 -4.202 -6.159 0.14 0.02 0.09 0.000
C -2.119 -5.494 -6.315 0.15 0.12 0.18 0.000
C -0.961 -5.877 -5.636 -0.17 0.18 -0.05 0.000
C -0.304 -4.965 -4.813 -0.17 0.24 -0.08 0.000
C -0.917 -2.505 -2.027 -0.28 0.08 0.18 0.000
C -0.522 -1.656 -0.981 -0.18 -0.12 0.01 0.000
C -1.244 -1.608 0.209 -0.05 -0.20 -0.22 0.000
C -2.360 -2.430 0.385 0.13 -0.02 -0.25 0.000
C -2.746 -3.293 -0.639 0.13 0.14 0.05 0.000
C -2.034 -3.330 -1.839 0.13 0.24 0.14 0.000
C 2.718 1.326 -5.419 -0.05 0.19 -0.20 0.000
C 2.718 0.511 -6.562 0.04 0.22 0.03 0.000
C 3.090 1.024 -7.803 0.02 0.12 0.20 0.000
C 3.495 2.355 -7.917 -0.07 -0.07 0.27 0.000
C 3.520 3.166 -6.783 -0.05 -0.19 -0.05 0.000
C 3.132 2.658 -5.542 -0.08 -0.22 -0.18 0.000
C 2.299 1.966 -2.656 -0.34 0.29 0.10 0.000
C 3.391 2.050 -1.780 -0.29 0.07 -0.08 0.000
C 3.488 3.100 -0.870 -0.22 0.08 -0.07 0.000
C 2.483 4.068 -0.813 0.04 -0.21 -0.15 0.000
C 1.390 3.989 -1.676 0.07 -0.16 -0.03 0.000
C 1.299 2.947 -2.598 0.34 -0.02 0.26 0.000
H -1.272 -0.784 -4.504 0.13 0.37 -0.02 0.000
H -0.003 1.175 -4.490 -0.26 -0.22 -0.09 0.000
H -2.371 -2.290 -5.195 -0.06 -0.19 -0.09 0.000
H -3.520 -3.899 -6.692 0.10 -0.06 0.07 0.000
H -2.625 -6.199 -6.969 0.07 0.10 0.10 0.000
H -0.561 -6.879 -5.761 -0.06 0.14 0.02 0.000
H 0.616 -5.248 -4.308 -0.11 0.03 -0.03 0.000
H 0.362 -1.032 -1.097 -0.12 -0.05 -0.02 0.000
H -0.928 -0.938 1.005 -0.02 -0.09 -0.11 0.000
H -2.918 -2.400 1.316 0.05 -0.02 -0.12 0.000
H -3.611 -3.938 -0.510 0.12 0.09 -0.01 0.000
H -2.351 -3.999 -2.633 0.01 0.06 0.11 0.000
H 2.431 -0.536 -6.479 0.00 0.14 0.00 0.000
H 3.076 0.380 -8.679 0.00 0.09 0.13 0.000
H 3.794 2.754 -8.882 -0.04 -0.05 0.13 0.000
H 3.837 4.203 -6.862 -0.04 -0.15 0.01 0.000
H 3.146 3.302 -4.668 0.02 -0.04 -0.11 0.000
H 4.154 1.277 -1.806 -0.07 0.09 -0.02 0.000
H 4.337 3.154 -0.194 -0.11 0.00 -0.10 0.000
H 2.550 4.879 -0.093 0.00 -0.10 -0.10 0.000
H 0.603 4.736 -1.628 0.11 -0.07 -0.01 0.000
H 0.452 2.888 -3.274 0.06 0.10 0.12 0.000
F -0.001 0.000 7.910 1.02 0.16 2.17 0.113
B -0.001 0.000 9.320 1.00 -0.28 4.68 0.013
F 1.128 -0.789 9.784 -1.64 1.10 -1.08 0.004
F 0.147 1.360 9.816 -0.46 -1.75 -1.22 0.001
F -1.225 -0.587 9.843 1.48 0.91 -1.35 0.003
```
Positions in Å, forces in eV/Å.

Properties
Relative energy (zero: lowest compared OMol25 entry of this formula, charge and spin), eV: 0.000
Orbital gap (spin up / spin down), eV: 8.1 / 5.5
Electronic energy, eV: -70266.592
HOMO (spin up / spin down), eV: -8.0437 / -8.1651
Spin multiplicity: 3
Net charge: 0


- The highest spin multiplicity belongs to which entry?
  C35H37BF4P2Pt


- The highest electronic energy belongs to which entry?
  H16O8


- net charge of number 2 (C2H2I2S2)?
  0